Record 1
{"formula": "C3H13N2O", "method": "the ωB97M-V functional and the def2-TZVPD basis", "elements": ["N", "C", "C", "C", "N", "H", "H", "H", "H", "H", "H", "H", "H", "H", "H", "H", "H", "H", "O"], "coordinates": [[1.285, 0.676, 0.135], [-0.101, 0.496, 0.728], [-1.049, 1.539, 0.166], [-0.514, -0.991, 0.325], [-1.767, -1.328, 0.944], [1.979, 0.458, 0.845], [1.456, 0.249, -0.845], [1.413, 1.628, -0.234], [0.016, 0.417, 1.806], [-1.111, 1.411, -0.915], [-2.041, 1.438, 0.602], [-0.628, 2.482, 0.536], [0.210, -1.655, 0.775], [-0.621, -1.067, -0.752], [-1.847, -1.815, 1.814], [-2.548, -0.712, 0.808], [2.707, -1.220, -2.358], [1.229, -1.091, -2.510], [1.932, -0.915, -1.871]], "forces_ev_per_angstrom": [[-0.3, 1.5, -1.6], [-0.3, -2.6, -1.3], [0.8, -0.2, 1.2], [-1.1, 1.3, 1.8], [-0.6, 0.0, -0.4], [0.4, -0.1, -0.5], [0.1, -1.1, 1.7], [0.1, 0.4, 1.2], [-0.1, 0.8, 0.1], [0.0, 0.4, 0.0], [0.0, 0.0, 0.0], [-0.5, 0.3, -0.7], [0.5, -0.3, -0.5], [0.4, -0.1, -0.3], [0.6, -0.1, 0.1], [0.0, 0.0, -0.2], [0.4, 0.1, 0.3], [-0.2, 0.0, 0.1], [-0.2, -0.3, -0.9]], "lowdin_charge": [0.172, -0.320, -0.032, -0.233, 0.015, 0.168, 0.112, 0.162, 0.148, 0.098, 0.088, 0.096, 0.122, 0.106, 0.081, 0.069, 0.092, 0.083, -0.027], "charge": 1, "lumo_energy_ev": -3.22, "largest_force_ev_per_a": 2.9, "relative_energy_kcal_mol": 24.8, "total_energy_ha": -306.59615}



Record 2
{"formula": "C4H10N2O2", "method": "the ωB97M-V functional and the def2-TZVPD basis", "elements": ["C", "C", "C", "C", "N", "N", "O", "O", "H", "H", "H", "H", "H", "H", "H", "H", "H", "H"], "coordinates": [[-2.490, 0.729, -1.823], [2.473, -0.489, 1.683], [-1.186, 1.037, -0.995], [1.284, -1.191, 1.065], [-0.207, 0.029, -0.980], [0.072, -0.441, 1.025], [-0.341, -0.898, -1.753], [-0.020, 0.691, 1.530], [-2.304, 0.373, -2.817], [-2.965, -0.083, -1.091], [-3.143, 1.460, -1.972], [2.752, 0.579, 1.229], [2.164, -0.249, 2.684], [3.261, -1.076, 1.868], [-0.529, 1.841, -1.450], [-1.265, 1.366, 0.067], [1.414, -1.511, -0.008], [1.031, -2.166, 1.739]], "forces_ev_per_angstrom": [[2.6, -4.5, 3.7], [-2.5, 4.4, -0.7], [-0.8, 2.4, -1.2], [1.1, -1.9, 0.6], [0.8, -2.2, -1.5], [-2.3, 2.3, 1.1], [0.1, 0.6, 0.5], [1.3, -2.6, 0.0], [0.5, -0.8, -0.2], [0.5, 1.4, -2.2], [-2.6, 3.6, 0.2], [-0.5, -2.6, 0.6], [-0.3, 0.5, 0.6], [3.2, -2.3, -0.2], [-0.8, -0.3, 0.2], [-0.6, -0.2, -0.9], [-0.1, 0.0, 1.2], [0.4, 2.1, -1.7]], "lowdin_charge": [-0.047, -0.103, -0.242, -0.265, -0.143, -0.109, 0.010, -0.053, 0.058, 0.132, 0.003, 0.133, 0.058, 0.015, 0.151, 0.106, 0.118, 0.178], "smiles": "CCN=O.CCN=O", "lumo_energy_ev": [-0.47, -0.47], "largest_force_ev_per_a": 6.4, "relative_energy_kcal_mol": 190.8, "total_energy_ha": -418.15698}



Record 3
{"formula": "C5H8S", "method": "the ωB97M-V functional and the def2-TZVPD basis", "elements": ["C", "C", "C", "C", "C", "H", "H", "H", "H", "H", "H", "H", "H", "S"], "coordinates": [[-0.382, -1.176, -0.032], [-0.252, -0.363, 1.142], [0.644, 0.875, 0.674], [0.505, 0.918, -0.607], [-0.582, 0.004, -1.075], [0.546, -1.674, -0.515], [-1.145, -2.155, 0.060], [0.358, -0.689, 2.055], [-1.452, 0.193, 1.215], [0.989, 1.664, 1.536], [0.661, 2.019, -0.895], [-1.583, 0.439, -1.149], [-0.486, -0.559, -2.096], [2.180, 0.506, -0.316]], "forces_ev_per_angstrom": [[-0.8, -3.5, -3.1], [0.3, 3.3, 3.4], [1.4, -1.1, 11.4], [-1.6, 6.0, -9.0], [-0.5, -3.6, -2.9], [-1.0, 0.8, 1.7], [1.5, 3.1, -0.5], [-2.0, -0.2, -0.8], [3.6, -1.7, 0.8], [-1.6, -1.6, -2.7], [-1.4, -1.6, -1.0], [0.2, 0.3, 0.6], [0.3, 1.7, 1.4], [1.5, -1.7, 0.6]], "lowdin_charge": [-0.291, -0.227, -0.542, -0.757, -0.181, 0.109, 0.170, 0.126, 0.205, 0.170, 0.136, 0.106, 0.138, 0.837], "smiles": "C1C[C@@H]2S[C@@H]2C1", "lumo_energy_ev": 0.82, "largest_force_ev_per_a": 11.5, "relative_energy_kcal_mol": 89.3, "total_energy_ha": -593.34592}



Record 4
{"formula": "C8H15ClIIrNO2P", "method": "the ωB97M-V functional and the def2-TZVPD basis", "elements": ["C", "C", "H", "H", "H", "O", "I", "Ir", "P", "C", "C", "H", "H", "H", "C", "H", "H", "H", "H", "H", "H", "C", "O", "Cl", "C", "C", "N", "H", "H", "H"], "coordinates": [[-3.632, 2.770, -4.401], [-3.424, 1.654, -3.413], [-4.469, 2.480, -5.045], [-2.755, 2.939, -5.031], [-3.883, 3.712, -3.908], [-4.048, 0.611, -3.345], [-1.855, 1.862, -1.878], [-0.044, 0.026, 1.191], [1.418, -0.884, -0.203], [1.783, -2.686, -0.201], [0.908, -0.534, -1.889], [3.006, 0.924, -0.094], [3.710, -0.587, -0.799], [3.490, -0.449, 0.978], [3.082, -0.166, -0.002], [0.790, 0.544, -2.013], [1.674, -0.916, -2.562], [2.544, -2.864, -0.976], [0.891, -3.273, -0.434], [-0.044, -1.022, -2.091], [2.192, -2.997, 0.769], [-0.723, -1.686, 1.504], [-0.914, -2.763, 1.894], [0.443, 2.183, 0.580], [0.000, 0.202, 5.721], [-0.021, 0.103, 4.278], [-0.134, 0.150, 3.134], [0.899, -0.298, 6.125], [-0.901, -0.291, 6.122], [0.013, 1.257, 5.991]], "forces_ev_per_angstrom": [[-0.4, 0.0, -0.3], [-2.7, -2.3, -1.2], [0.1, -0.1, 0.1], [0.2, -0.2, 0.3], [0.1, -0.1, 0.3], [2.6, 3.1, 0.6], [-0.5, -0.1, -0.1], [-0.4, 3.9, -0.7], [4.5, -2.4, -1.9], [-0.4, 0.2, 0.3], [-0.6, 0.5, 0.0], [0.3, -0.2, 0.0], [0.0, 0.2, 0.2], [0.0, 0.1, -0.3], [-0.4, 0.1, 0.0], [0.2, -0.1, -0.2], [0.1, -0.1, 0.0], [-0.2, 0.1, 0.2], [0.1, 0.0, 0.0], [0.0, -0.1, -0.1], [-0.1, 0.1, -0.2], [-3.6, -6.5, 1.3], [1.1, 3.3, -1.2], [-0.5, 0.0, 0.0], [0.1, -0.6, 0.0], [-0.4, 0.5, 0.8], [0.8, 0.1, 2.1], [-0.3, 0.2, -0.2], [0.3, 0.2, -0.1], [0.0, 0.1, 0.0]], "lowdin_charge": [-0.006, -0.632, 0.126, 0.125, 0.124, 0.233, 1.156, 1.108, 0.578, -0.191, -0.258, 0.041, 0.086, 0.077, -0.215, -0.017, 0.092, 0.087, 0.068, 0.057, 0.080, -0.377, 0.197, 0.143, 0.040, -0.060, -0.060, 0.135, 0.135, 0.127], "spin_multiplicity": 6, "charge": 3, "s2": 8.797, "lumo_energy_ev": [-10.30, -15.25], "largest_force_ev_per_a": 7.5, "relative_energy_kcal_mol": 0.0, "total_energy_ha": -1721.33288}



Record 5
{"formula": "C4H8N", "method": "the ωB97M-V functional and the def2-TZVPD basis", "elements": ["C", "C", "C", "C", "N", "H", "H", "H", "H", "H", "H", "H", "H"], "coordinates": [[-1.253, -0.695, -0.442], [-2.039, -0.208, 0.520], [0.095, -0.092, -0.338], [0.367, 1.362, -0.257], [1.076, -0.970, 0.251], [-1.631, -1.431, -1.204], [-1.944, 0.476, 1.282], [1.364, 1.570, -0.535], [0.046, 1.780, 0.720], [-0.090, 2.027, -0.999], [2.007, -1.023, -0.246], [0.655, -1.898, 0.005], [1.347, -0.900, 1.244]], "forces_ev_per_angstrom": [[-1.5, 0.2, 0.2], [1.1, -2.2, -2.5], [-1.5, 1.3, -0.5], [-1.0, 0.6, 0.1], [1.6, -2.5, -1.2], [0.7, 0.7, 0.7], [0.0, 1.5, 1.6], [1.7, 0.1, 0.6], [0.7, -0.1, -0.3], [-0.9, -0.8, 0.0], [-0.9, 0.6, 0.2], [0.7, 0.3, 1.1], [-0.7, 0.1, 0.0]], "lowdin_charge": [-0.168, 0.241, -0.272, -0.040, 0.207, 0.129, 0.036, 0.072, 0.107, 0.109, 0.204, 0.186, 0.191], "charge": 1, "lumo_energy_ev": [-5.09, -4.43], "largest_force_ev_per_a": 3.4, "relative_energy_kcal_mol": 93.5, "total_energy_ha": -211.52211}



Record 6
{"formula": "C20H40O40S10", "method": "the ωB97M-V functional and the def2-TZVPD basis", "elements": ["C", "C", "O", "S", "O", "O", "O", "H", "H", "H", "H", "C", "C", "O", "S", "O", "O", "O", "H", "H", "H", "H", "C", "C", "O", "S", "O", "O", "O", "H", "H", "H", "H", "C", "C", "O", "S", "O", "O", "O", "H", "H", "H", "H", "C", "C", "O", "S", "O", "O", "O", "H", "H", "H", "H", "C", "C", "O", "S", "O", "O", "O", "H", "H", "H", "H", "C", "C", "O", "S", "O", "O", "O", "H", "H", "H", "H", "C", "C", "O", "S", "O", "O", "O", "H", "H", "H", "H", "C", "C", "O", "S", "O", "O", "O", "H", "H", "H", "H", "C", "C", "O", "S", "O", "O", "O", "H", "H", "H", "H"], "coordinates": [[5.549, -2.547, -0.410], [4.075, -2.726, -0.482], [3.603, -1.814, -1.541], [4.628, -0.507, -1.737], [4.202, 0.655, -1.014], [4.938, -0.252, -3.203], [5.944, -1.198, -0.917], [6.019, -3.261, -1.086], [5.806, -2.761, 0.627], [3.565, -2.426, 0.434], [3.785, -3.759, -0.676], [-0.071, -5.903, -3.968], [-0.130, -4.320, -4.056], [0.048, -3.815, -2.792], [0.062, -4.979, -1.557], [-1.029, -4.684, -0.613], [1.444, -5.081, -1.065], [-0.254, -6.257, -2.605], [0.934, -6.314, -4.059], [-0.799, -6.441, -4.576], [-1.201, -4.223, -4.237], [0.375, -3.783, -4.860], [5.617, 0.883, 3.638], [4.707, 0.889, 2.359], [3.390, 0.442, 2.789], [3.551, -0.837, 3.880], [3.843, -2.113, 3.264], [2.631, -0.818, 5.028], [5.072, -0.200, 4.424], [5.683, 1.837, 4.160], [6.612, 0.561, 3.328], [5.142, 0.283, 1.565], [4.521, 1.870, 1.923], [1.531, 5.605, 0.899], [1.184, 4.825, -0.493], [-0.172, 4.457, -0.476], [-0.983, 5.012, 0.852], [-1.037, 4.062, 1.899], [-2.200, 5.699, 0.426], [0.217, 6.194, 1.091], [2.302, 6.375, 0.947], [1.722, 4.908, 1.715], [1.633, 3.864, -0.747], [1.289, 5.590, -1.262], [1.552, 5.515, -6.823], [2.917, 5.110, -6.219], [2.740, 3.818, -5.593], [1.173, 3.201, -5.625], [0.581, 3.136, -4.290], [1.128, 2.019, -6.504], [0.568, 4.562, -6.331], [1.515, 5.572, -7.911], [1.195, 6.498, -6.513], [3.389, 5.935, -5.686], [3.362, 4.607, -7.078], [-0.912, 0.605, 4.807], [-0.957, 1.221, 6.247], [-2.395, 1.250, 6.504], [-3.355, 0.908, 5.204], [-3.706, 2.120, 4.457], [-4.521, 0.082, 5.628], [-2.118, 0.033, 4.580], [-0.174, -0.194, 4.739], [-0.640, 1.400, 4.113], [-0.515, 2.215, 6.323], [-0.679, 0.622, 7.114], [-1.815, -4.396, 4.452], [-0.765, -3.782, 5.361], [0.504, -4.358, 5.033], [0.337, -5.730, 4.115], [0.485, -6.885, 4.910], [1.207, -5.493, 2.948], [-1.224, -5.524, 3.777], [-2.046, -3.609, 3.734], [-2.713, -4.819, 4.902], [-0.913, -3.902, 6.435], [-0.620, -2.733, 5.101], [-0.121, -0.629, -0.903], [0.497, 0.424, 0.038], [-0.366, 0.502, 1.138], [-0.894, -0.935, 1.601], [-2.308, -0.790, 1.992], [0.073, -1.543, 2.532], [-0.707, -1.557, 0.040], [0.617, -1.263, -1.394], [-0.901, -0.458, -1.645], [0.635, 1.367, -0.492], [1.446, 0.001, 0.368], [-5.471, -0.448, 1.245], [-5.266, 0.916, 0.470], [-6.464, 1.681, 0.699], [-7.657, 0.805, 1.499], [-8.913, 0.650, 0.830], [-7.653, 1.307, 2.841], [-6.826, -0.585, 1.417], [-5.090, -0.612, 2.253], [-4.924, -1.271, 0.784], [-5.123, 0.758, -0.599], [-4.365, 1.506, 0.644], [-2.131, 1.729, -5.237], [-3.550, 1.146, -5.714], [-3.892, 0.159, -4.763], [-2.662, -0.369, -3.879], [-2.045, -1.557, -4.553], [-3.123, -0.540, -2.506], [-1.859, 0.970, -4.055], [-2.038, 2.783, -4.978], [-1.430, 1.411, -6.009], [-3.510, 0.530, -6.612], [-4.317, 1.917, -5.777]], "forces_ev_per_angstrom": [[0.8, -0.1, -0.9], [-1.3, 1.3, 0.0], [1.3, 1.2, -0.4], [1.4, -0.7, -3.2], [-0.1, -0.9, 0.2], [-1.0, -1.6, 5.0], [-2.4, -0.3, -0.1], [0.3, 0.1, 0.2], [0.7, 0.7, -0.1], [0.1, 0.1, 0.1], [-0.1, 0.2, -0.5], [2.4, 0.5, 0.2], [-2.9, -2.3, -1.0], [1.1, -0.4, 3.1], [0.3, 0.8, -0.1], [2.5, -1.1, -2.6], [-2.8, 0.1, -1.0], [-1.1, 1.8, 2.8], [0.1, 0.2, -1.3], [0.0, 0.3, 0.1], [-0.2, 0.7, -0.5], [0.6, -0.4, 0.4], [-0.9, -1.3, -1.3], [0.0, 0.5, 0.6], [0.0, -1.9, 1.0], [2.0, 0.9, 1.8], [-0.6, 1.9, 0.1], [1.7, 0.7, -3.1], [-1.6, -0.4, -0.2], [-0.4, -0.2, 0.3], [0.1, 0.2, 0.1], [-0.3, -0.4, 0.2], [0.1, 0.0, 0.3], [-2.0, -1.9, -0.9], [1.2, 1.0, 0.7], [-2.2, 0.0, 1.7], [0.0, 3.3, -2.3], [0.5, -0.2, 0.0], [2.6, -1.4, 0.8], [-1.0, -0.9, 0.7], [-0.3, 0.0, -0.7], [0.0, -0.1, 0.0], [1.0, 0.5, 0.3], [0.2, -0.3, -0.3], [-1.0, 0.2, 0.8], [-1.3, -2.0, -2.7], [-2.1, -1.0, 2.0], [0.6, 0.7, -0.1], [1.2, -0.1, -2.4], [0.2, 2.9, 1.9], [0.4, -1.1, 0.1], [0.3, -0.6, 0.0], [0.1, -0.1, 0.4], [0.2, -0.8, 0.3], [1.6, 1.9, -0.3], [2.9, 0.9, 1.4], [-1.7, -0.6, 0.0], [-1.6, 0.8, -0.6], [-1.8, 0.6, 1.3], [1.5, -2.4, 1.1], [3.9, 1.6, -1.1], [-3.6, -0.7, -0.9], [0.1, 0.1, 0.0], [-0.3, 0.0, -0.3], [-0.2, 0.0, -0.2], [0.9, -0.3, -0.5], [-0.2, -0.1, -0.6], [1.0, 0.3, 0.5], [-0.4, -1.8, -0.9], [1.7, 3.1, -1.9], [0.0, -0.6, 0.2], [-2.2, -0.9, 2.4], [1.1, 0.0, -0.1], [-0.4, -0.5, -0.3], [0.1, 0.5, 0.3], [-0.3, -0.1, -0.1], [-0.4, 0.1, 0.3], [0.0, -1.4, 0.7], [0.5, -0.9, -1.7], [-0.8, 0.7, 1.1], [-0.5, -0.4, -0.7], [3.4, -0.7, -1.2], [-2.1, 1.0, -2.0], [-0.9, -0.3, 2.7], [0.4, 0.5, -0.1], [0.0, 1.0, 0.4], [-0.2, 0.2, 0.6], [0.2, 0.3, 0.0], [2.5, 0.9, 0.8], [0.0, -0.8, 0.0], [-1.3, -0.8, 0.3], [2.0, 0.3, 0.6], [1.4, 0.2, -0.1], [-0.1, -0.4, -0.9], [-3.0, -0.2, -0.9], [0.7, 1.4, 0.3], [-1.0, -0.2, -1.0], [-0.8, -0.5, -0.2], [-0.3, 0.0, 1.2], [-1.0, -1.7, -1.1], [1.0, 0.2, 0.0], [-0.5, -0.6, 1.4], [-0.8, -2.8, -0.5], [-1.3, 3.6, 1.7], [1.1, 0.6, -2.3], [1.1, -0.1, 1.0], [-0.3, -0.2, -0.1], [0.3, 0.5, 0.2], [0.4, 0.9, -0.6], [-0.1, -0.3, 0.2]], "lowdin_charge": [-0.145, -0.149, -0.217, 0.754, -0.270, -0.284, -0.212, 0.131, 0.135, 0.120, 0.131, -0.154, -0.201, -0.214, 0.788, -0.237, -0.264, -0.218, 0.121, 0.131, 0.110, 0.139, -0.149, -0.155, -0.229, 0.771, -0.242, -0.248, -0.229, 0.123, 0.123, 0.103, 0.129, -0.117, -0.157, -0.231, 0.714, -0.215, -0.235, -0.235, 0.126, 0.108, 0.120, 0.121, -0.143, -0.131, -0.226, 0.742, -0.256, -0.250, -0.225, 0.125, 0.124, 0.137, 0.131, -0.231, -0.098, -0.236, 0.750, -0.246, -0.255, -0.225, 0.109, 0.132, 0.124, 0.128, -0.133, -0.163, -0.203, 0.675, -0.223, -0.260, -0.196, 0.122, 0.137, 0.131, 0.111, -0.117, -0.155, -0.197, 0.739, -0.241, -0.247, -0.216, 0.123, 0.096, 0.134, 0.119, -0.195, -0.128, -0.207, 0.693, -0.228, -0.231, -0.194, 0.115, 0.126, 0.108, 0.126, -0.110, -0.126, -0.209, 0.677, -0.264, -0.238, -0.214, 0.129, 0.111, 0.128, 0.129], "smiles": "O=S1(=O)OCCO1.O=S1(=O)OCCO1.O=S1(=O)OCCO1.O=S1(=O)OCCO1.O=S1(=O)OCCO1.O=S1(=O)OCCO1.O=S1(=O)OCCO1.O=S1(=O)OCCO1.O=S1(=O)OCCO1.O=S1(=O)OCCO1", "lumo_energy_ev": -0.30, "largest_force_ev_per_a": 5.3, "relative_energy_kcal_mol": 169.4, "total_energy_ha": -7777.04682}



Record 7
{"formula": "C3H8N3O", "method": "the ωB97M-V functional and the def2-TZVPD basis", "elements": ["C", "C", "C", "N", "N", "N", "O", "H", "H", "H", "H", "H", "H", "H", "H"], "coordinates": [[1.269, -0.067, -0.025], [-0.338, 1.554, -0.179], [-0.882, 0.159, -0.475], [0.262, -0.812, -0.507], [2.464, -0.367, 0.372], [-1.643, -0.363, 0.615], [1.044, 1.241, 0.094], [-0.404, 2.082, -1.198], [-0.774, 2.129, 0.686], [-1.345, 0.120, -1.511], [0.199, -1.861, -0.588], [2.903, -1.233, 0.182], [3.270, 0.318, 0.413], [-2.305, 0.294, 1.049], [-2.053, -1.262, 0.347]], "forces_ev_per_angstrom": [[-0.6, 0.9, -0.4], [0.2, -0.1, -2.0], [-2.2, -1.8, -0.6], [1.9, 1.7, 0.1], [3.5, 0.1, 0.1], [-1.1, 0.3, 0.3], [-0.2, -0.5, 0.0], [0.3, -0.1, 1.9], [0.4, -0.8, -1.0], [0.2, 0.1, 1.2], [0.2, 1.9, 0.3], [-0.3, -1.4, -0.1], [-2.1, -0.3, 0.2], [0.2, -0.7, -0.5], [-0.3, 0.7, 0.5]], "lowdin_charge": [-0.399, -0.040, -0.353, 0.182, 0.249, 0.068, 0.060, 0.163, 0.163, 0.166, 0.210, 0.128, 0.192, 0.110, 0.102], "charge": 1, "smiles": "N[C@H]1COC(=[NH2+])N1", "lumo_energy_ev": -3.09, "largest_force_ev_per_a": 3.5, "relative_energy_kcal_mol": 19.1, "total_energy_ha": -358.36600}



Which formula does entry 3 have? C5H8S